{"formula": "C33H90N6O12", "method": "wB97M-V/def2-TZVPD", "symbols": ["C", "O", "C", "C", "C", "N", "H", "H", "H", "H", "H", "H", "H", "H", "H", "H", "H", "C", "O", "C", "C", "C", "N", "H", "H", "H", "H", "H", "H", "H", "H", "H", "H", "H", "C", "O", "C", "C", "C", "N", "H", "H", "H", "H", "H", "H", "H", "H", "H", "H", "H", "C", "O", "C", "C", "N", "C", "C", "O", "C", "H", "H", "H", "H", "H", "H", "H", "H", "H", "H", "H", "H", "H", "H", "H", "C", "O", "C", "C", "N", "C", "C", "O", "C", "H", "H", "H", "H", "H", "H", "H", "H", "H", "H", "H", "H", "H", "H", "H", "C", "O", "C", "C", "N", "C", "C", "O", "C", "H", "H", "H", "H", "H", "H", "H", "H", "H", "H", "H", "H", "H", "H", "H", "C", "O", "H", "H", "H", "H", "C", "O", "H", "H", "H", "H", "C", "O", "H", "H", "H", "H"], "coordinates": [[-1.034, 1.569, 4.860], [-0.603, 2.254, 6.025], [-1.582, 2.918, 6.832], [-0.832, 3.568, 7.959], [-1.838, 4.308, 8.786], [0.269, 4.362, 7.641], [-1.653, 0.677, 5.005], [-0.155, 1.198, 4.313], [-1.644, 2.209, 4.136], [-2.071, 3.707, 6.206], [-2.314, 2.226, 7.254], [-0.464, 2.640, 8.437], [-2.245, 5.100, 8.072], [-1.396, 4.716, 9.682], [-2.599, 3.617, 9.134], [-0.002, 5.366, 7.637], [0.701, 4.108, 6.794], [-3.499, -3.183, 0.167], [-3.509, -2.868, -1.234], [-4.731, -2.304, -1.712], [-4.505, -1.839, -3.175], [-5.777, -1.187, -3.759], [-3.916, -2.881, -4.045], [-4.399, -3.750, 0.451], [-3.738, -2.197, 0.660], [-2.603, -3.621, 0.518], [-5.536, -3.022, -1.758], [-5.046, -1.465, -1.051], [-3.769, -1.104, -3.100], [-6.557, -1.952, -3.707], [-5.614, -0.853, -4.785], [-6.157, -0.420, -3.057], [-3.259, -3.520, -3.583], [-4.687, -3.309, -4.511], [0.734, 3.829, 3.010], [1.541, 3.550, 4.120], [2.555, 2.633, 3.773], [3.072, 2.128, 5.126], [4.330, 1.277, 4.885], [2.109, 1.312, 5.831], [0.204, 2.953, 2.657], [1.318, 4.294, 2.225], [-0.098, 4.514, 3.267], [2.146, 1.796, 3.175], [3.334, 3.099, 3.214], [3.415, 3.019, 5.706], [5.111, 1.958, 4.529], [4.135, 0.507, 4.131], [4.794, 0.781, 5.736], [2.551, 0.922, 6.641], [1.244, 1.730, 6.119], [3.485, -2.044, 0.687], [3.327, -0.609, 0.573], [4.528, 0.062, 1.067], [4.416, 1.556, 0.628], [4.587, 1.750, -0.821], [4.026, 3.000, -1.326], [2.521, 2.872, -1.552], [2.181, 1.838, -2.508], [0.775, 1.662, -2.450], [3.667, -2.403, 1.683], [4.316, -2.388, 0.086], [2.554, -2.395, 0.248], [5.328, -0.337, 0.492], [4.593, -0.089, 2.140], [5.252, 2.062, 1.128], [3.582, 1.956, 1.088], [4.064, 1.013, -1.316], [4.519, 3.317, -2.278], [4.220, 3.842, -0.635], [2.237, 3.901, -1.900], [1.902, 2.644, -0.667], [0.501, 0.704, -2.824], [0.203, 2.444, -2.990], [0.462, 1.724, -1.363], [1.409, -3.629, -7.072], [1.234, -2.540, -6.171], [2.419, -1.972, -5.598], [2.980, -2.834, -4.444], [3.643, -2.077, -3.388], [2.740, -1.163, -2.666], [1.459, -1.677, -1.999], [0.427, -1.658, -3.017], [-0.822, -1.942, -2.436], [2.037, -3.349, -7.898], [0.396, -3.881, -7.452], [1.811, -4.514, -6.601], [2.132, -0.985, -5.228], [3.106, -1.805, -6.435], [3.706, -3.507, -4.940], [2.076, -3.321, -4.113], [4.001, -2.719, -2.725], [2.339, -0.455, -3.391], [3.361, -0.706, -1.886], [1.205, -1.027, -1.168], [1.539, -2.685, -1.566], [-1.598, -1.810, -3.233], [-1.016, -1.220, -1.607], [-0.920, -2.955, -1.986], [-3.029, -0.804, -7.171], [-3.162, 0.230, -6.254], [-2.259, 0.243, -5.206], [-2.429, 1.527, -4.471], [-3.832, 1.627, -3.940], [-3.967, 2.775, -3.025], [-3.819, 2.385, -1.570], [-2.549, 1.915, -1.345], [-2.520, 0.948, -0.308], [-3.782, -0.499, -7.920], [-3.175, -1.760, -6.663], [-2.032, -0.755, -7.665], [-1.243, 0.113, -5.588], [-2.458, -0.607, -4.525], [-2.236, 2.399, -5.096], [-1.783, 1.455, -3.579], [-4.475, 1.760, -4.720], [-4.933, 3.234, -3.101], [-3.289, 3.626, -3.222], [-4.523, 1.611, -1.328], [-3.964, 3.274, -0.934], [-1.452, 0.802, -0.113], [-2.929, -0.007, -0.601], [-3.006, 1.364, 0.561], [1.522, -2.498, 4.795], [1.508, -3.568, 3.853], [0.780, -2.635, 5.570], [2.448, -2.463, 5.296], [1.278, -1.560, 4.268], [1.546, -4.400, 4.291], [-0.184, -5.000, 0.900], [1.143, -4.864, 1.406], [-0.262, -5.947, 0.328], [-0.912, -5.088, 1.723], [-0.387, -4.064, 0.328], [1.098, -4.330, 2.199], [-0.160, -1.516, 1.322], [0.401, -0.237, 1.124], [0.215, -2.165, 0.554], [0.052, -1.830, 2.322], [-1.251, -1.414, 1.158], [1.365, -0.295, 0.942]], "forces_ev_per_a": [[-0.67, 0.49, -1.29], [-0.61, -0.49, -0.16], [0.14, 0.69, -1.93], [-0.71, -2.44, 0.80], [-0.36, 0.46, -0.66], [0.28, 2.73, 0.65], [-0.09, 0.07, 0.73], [-0.06, 0.42, 0.33], [0.81, -0.35, 1.00], [-0.02, -0.58, 0.24], [-0.13, -0.11, -0.22], [0.06, 0.41, 0.73], [0.12, -0.72, 1.37], [0.20, 0.53, 0.10], [-0.42, 0.15, -0.20], [0.52, -1.06, -0.28], [0.64, -0.24, -1.26], [-3.03, 2.53, -0.56], [0.21, -0.63, 0.20], [0.40, 0.35, -0.46], [-0.05, -0.62, 0.70], [0.24, -1.06, 1.12], [-0.36, 0.94, 0.42], [0.41, -0.54, -0.24], [0.80, -0.71, 0.18], [0.93, -0.36, -0.09], [-0.36, -0.69, 0.45], [0.17, -0.22, -0.36], [1.17, 1.59, 0.15], [-0.18, -0.12, -0.49], [-0.11, 0.22, 0.25], [0.52, 0.06, -0.69], [-0.81, 0.33, -0.15], [-0.08, -1.03, -0.33], [-1.08, 0.79, 0.20], [-0.38, 0.12, -0.31], [-0.81, -0.90, 1.74], [1.16, -0.21, 0.06], [0.31, 0.51, -0.59], [0.16, -0.57, -0.40], [0.25, -0.56, -0.37], [0.12, 0.03, -0.46], [0.70, -0.05, 0.28], [0.03, 0.11, 0.23], [0.78, 0.57, -0.53], [-0.40, -0.25, -0.29], [0.00, -0.21, -0.29], [0.01, 0.10, 0.08], [-0.49, 0.05, 0.40], [0.11, -0.21, 0.35], [-0.20, 0.59, -0.10], [-0.76, 1.12, -1.12], [1.05, -0.42, 0.98], [-2.03, 1.33, -1.69], [2.65, -1.49, 0.00], [-0.38, -0.76, 0.12], [-0.19, -0.19, -0.12], [-0.20, 0.99, -0.76], [0.14, 1.15, 0.75], [-0.42, 1.02, 1.32], [-0.30, 0.05, 0.76], [0.33, -0.01, -0.41], [0.15, -0.64, 0.41], [1.16, -0.63, -0.05], [0.29, 0.14, 0.08], [0.10, 0.02, -0.05], [-2.39, 0.95, 0.52], [0.44, 0.33, 0.35], [-0.34, -0.53, 0.54], [-0.16, -0.45, -0.06], [-0.41, -0.80, -0.07], [0.72, 0.26, 0.18], [-0.06, -0.80, -0.48], [0.45, -0.20, 0.15], [-0.02, -0.24, -1.09], [-1.08, 0.51, 0.49], [-0.05, -0.14, 0.21], [-0.29, 0.20, -0.45], [0.22, 0.38, -1.46], [-1.06, 0.67, -0.56], [0.21, -0.38, 0.11], [0.01, -0.52, -1.18], [0.60, -0.35, 1.13], [-1.04, 0.45, -0.03], [0.45, 0.18, -0.57], [0.64, 0.20, 0.20], [0.25, -0.34, 0.32], [-0.14, -0.18, -0.11], [0.42, -0.06, 0.27], [-0.38, -0.12, 0.78], [-0.19, -0.81, 0.36], [0.58, -0.76, 0.61], [0.57, 0.44, 0.33], [-0.33, 0.22, -0.41], [-0.28, 0.46, 0.05], [0.07, -0.15, -0.27], [0.71, -0.26, 0.83], [-0.09, -0.30, -0.45], [0.28, 0.30, -0.42], [0.20, 0.65, -0.75], [-0.73, 0.95, -0.05], [0.28, -0.73, 0.33], [-1.02, -0.27, 1.33], [0.59, 0.70, 0.06], [0.27, 0.08, 0.10], [-0.24, 0.95, -0.55], [1.24, -1.04, 0.18], [1.56, 0.75, -0.39], [0.22, -1.05, 0.08], [-0.15, -0.20, -0.42], [-0.36, -0.28, 0.27], [0.29, 0.13, 0.03], [0.08, 0.30, -0.27], [0.49, 0.08, -0.05], [-0.13, 0.51, -0.49], [0.33, -0.16, 0.12], [-0.88, 0.02, -0.29], [0.23, -0.43, -0.19], [-0.76, -0.35, 0.14], [-0.43, -0.09, -0.01], [-0.24, -0.11, 0.33], [-0.53, -0.32, -0.23], [-0.26, -0.11, 0.60], [-1.16, 0.11, -0.56], [-0.20, 0.96, -0.73], [-0.49, -0.09, 0.14], [1.35, 0.41, 0.36], [0.41, -0.44, 0.22], [0.13, -0.90, 0.71], [0.28, 0.32, 0.22], [-0.23, -0.69, -0.41], [0.14, 0.85, -0.03], [0.08, 0.13, -0.17], [-0.39, -1.06, -0.10], [0.14, 0.43, 0.28], [-0.60, 1.11, -0.69], [0.71, 0.90, -0.21], [0.19, -0.80, -0.09], [0.01, -0.77, 0.58], [0.46, -0.13, 0.26], [-0.58, -0.11, 0.25]], "smiles": "COC[C@H](C)N.COC[C@H](C)N.COC[C@H](C)N.COCCNCCOC.COCCNCCOC.COCCNCCOC.CO.CO.CO", "gap_ev": 8.98, "max_force_ev_per_a": 3.99, "total_energy_ha": -2542.42483, "relative_energy_kcal_mol": 23.88}